# 1
{"formula": "C22H17BrCeN3O9P2", "method": "ωB97M-V with the def2-TZVPD basis set", "symbols": ["Ce", "Br", "P", "P", "O", "O", "O", "O", "O", "O", "O", "O", "O", "N", "N", "N", "C", "C", "C", "C", "C", "C", "C", "C", "C", "C", "C", "C", "C", "C", "C", "C", "C", "C", "C", "C", "C", "C", "H", "H", "H", "H", "H", "H", "H", "H", "H", "H", "H", "H", "H", "H", "H", "H", "H"], "positions_angstrom": [[0.18214, -0.51758, 0.45415], [-7.35042, -2.61736, -2.39794], [2.14807, -2.45685, 0.00608], [0.32613, -1.96172, -2.27932], [-1.80597, 0.38233, 0.36982], [-1.81467, -1.48000, 1.47627], [-0.85727, -2.32953, -1.12900], [0.95863, -2.58003, 0.98612], [3.29183, -3.47407, 0.27732], [0.42102, -0.46039, -1.70599], [1.58546, -2.76067, -1.45462], [-2.92109, -0.04841, -2.19494], [2.57558, -1.02080, 0.05569], [1.80342, 1.54343, 0.48729], [1.29791, 0.10567, 2.65439], [-0.37390, 2.39869, -0.78766], [1.98337, 2.26296, -0.62698], [-2.41634, -0.75461, 0.64731], [3.56965, 0.08944, 3.36276], [-4.91564, -1.22846, -2.12523], [-0.34123, 3.30939, -3.40302], [3.21758, 2.80277, -0.96113], [0.77224, 2.54471, -1.44611], [2.56864, 0.51385, 2.50333], [-4.51768, -1.99332, 0.50932], [-1.50255, 2.74259, -1.40429], [-3.78713, -0.77243, -1.45124], [-3.58910, -1.14637, -0.11416], [4.27367, 2.64799, -0.08514], [0.84069, 2.97364, -2.76436], [-1.53532, 3.21524, -2.70597], [2.83571, 1.38467, 1.32430], [0.99689, -0.71275, 3.66937], [1.93243, -1.17687, 4.56967], [-5.82792, -2.03042, -1.47093], [3.24641, -0.76606, 4.40409], [-5.64463, -2.42680, -0.14599], [4.07709, 1.94739, 1.09231], [1.63423, -1.84239, 5.36612], [4.02024, -1.11414, 5.07563], [3.04432, -4.38980, 0.45468], [-2.41462, 2.61772, -0.83218], [-5.05797, -0.95068, -3.15964], [-6.37219, -3.05850, 0.34149], [-0.33082, 3.64185, -4.43238], [-2.47748, 3.48364, -3.16277], [5.23846, 3.08364, -0.30704], [3.33511, 3.37843, -1.86634], [1.78289, 3.02810, -3.29047], [-0.99550, -3.28131, -1.02595], [-4.33797, -2.29182, 1.53430], [4.88298, 1.83763, 1.80095], [-2.20275, 0.31126, -1.65524], [-0.04487, -1.00395, 3.74579], [4.59226, 0.40108, 3.21745]], "atomic_forces_ev_per_a": [[0.583, 1.850, 0.529], [-0.102, -0.039, -0.058], [-0.347, -0.143, 0.067], [0.191, 0.814, 0.591], [-1.049, -0.579, -0.420], [-0.275, -0.154, 0.008], [-0.081, -0.204, -0.446], [0.326, -0.214, -0.433], [0.248, -0.027, 0.009], [0.002, -0.913, -0.375], [0.209, -0.323, -0.240], [-0.084, 0.016, 0.119], [0.168, -0.288, -0.049], [0.299, -0.164, -0.146], [0.099, -0.255, 0.029], [-0.075, -0.092, -0.075], [-0.164, 0.053, -0.077], [0.520, 0.594, 0.128], [-0.080, 0.008, 0.127], [-0.122, -0.080, 0.023], [0.005, 0.005, -0.024], [0.052, 0.077, 0.112], [0.170, -0.049, 0.135], [0.024, 0.086, -0.115], [0.011, 0.026, -0.024], [0.056, -0.067, 0.018], [0.126, 0.105, -0.144], [-0.309, -0.223, 0.287], [0.011, 0.007, -0.006], [-0.082, 0.019, -0.021], [-0.014, 0.011, -0.013], [-0.122, -0.118, 0.191], [-0.217, 0.053, -0.035], [0.080, 0.116, 0.021], [0.134, 0.052, 0.056], [0.014, -0.015, 0.010], [-0.018, 0.007, -0.044], [0.015, 0.047, -0.023], [0.022, 0.008, 0.013], [-0.011, -0.001, -0.002], [-0.056, -0.016, -0.033], [0.008, 0.002, 0.002], [0.027, 0.020, 0.002], [0.013, 0.000, 0.006], [0.005, 0.001, 0.001], [0.010, -0.001, -0.001], [0.000, -0.003, -0.002], [-0.001, 0.010, 0.004], [-0.007, 0.001, 0.007], [-0.155, 0.052, 0.222], [0.022, 0.017, -0.014], [0.000, 0.001, -0.007], [-0.079, -0.007, 0.115], [0.008, -0.074, -0.018], [-0.007, -0.009, 0.011]], "charge": 1, "homo_lumo_gap_ev": 6.65, "relative_energy_kcal_mol": 0.0, "max_force_ev_per_a": 2.011, "total_energy_ha": -5422.0486, "lumo_energy_ev": -4.696}

# 2
{"formula": "C5H11NO", "method": "ωB97M-V with the def2-TZVPD basis set", "symbols": ["O", "N", "C", "C", "C", "C", "C", "H", "H", "H", "H", "H", "H", "H", "H", "H", "H", "H"], "positions_angstrom": [[0.45115, -0.76752, -1.41546], [-0.44695, 0.72747, 0.11452], [0.86415, -1.16439, 0.95154], [1.90517, 0.91278, -0.22944], [-1.80597, 0.07278, 0.27968], [-2.91775, 0.49817, -0.30231], [0.61475, -0.15028, -0.15996], [-2.90195, 1.28584, -1.04109], [1.74008, 1.65881, -1.00214], [1.86840, -1.57533, 0.86149], [-3.88699, 0.12558, -0.01260], [2.78554, 0.32855, -0.48542], [0.76475, -0.67893, 1.91780], [-1.82553, -0.71267, 1.02191], [1.14307, -1.42460, -1.54754], [-0.52580, 1.46199, -0.57953], [0.14643, -1.97936, 0.88684], [2.02747, 1.38111, 0.74170]], "atomic_forces_ev_per_a": [[-0.172, -0.266, -0.339], [-4.061, -1.235, 0.420], [-0.212, 0.177, -0.256], [-1.425, -2.093, 0.043], [2.020, 1.369, -0.189], [0.289, 0.175, 0.100], [3.206, 2.094, 0.162], [0.028, 0.116, -0.075], [-0.163, 0.007, -0.045], [0.033, -0.055, -0.004], [-0.013, -0.236, -0.027], [0.223, 0.066, 0.002], [0.066, 0.019, 0.103], [0.132, -0.030, 0.015], [-0.005, 0.042, 0.035], [0.072, -0.100, -0.020], [-0.044, -0.092, 0.020], [0.026, 0.043, 0.056]], "charge": 0, "smiles": "C=CNC(C)(C)O", "homo_lumo_gap_ev": 9.73, "relative_energy_kcal_mol": 39.5, "max_force_ev_per_a": 4.265, "total_energy_ha": -327.0685, "lumo_energy_ev": 0.916}

# 3
{"formula": "C2H6F3O6PS2", "method": "ωB97M-V with the def2-TZVPD basis set", "symbols": ["S", "S", "P", "F", "F", "F", "O", "O", "O", "O", "O", "O", "C", "C", "H", "H", "H", "H", "H", "H"], "positions_angstrom": [[-2.68479, 0.54054, 0.82057], [1.48288, -0.40225, -2.87315], [-0.04877, -0.13183, 2.15756], [1.27027, 2.02937, -1.76490], [2.31962, 0.59948, -0.53344], [0.14174, 0.48301, -0.76852], [1.01699, -1.00617, 1.42389], [1.45948, -1.68114, -2.19647], [2.74070, 0.00495, -3.44027], [0.29130, -0.06633, -3.61873], [0.27875, 1.34575, 1.69232], [-0.31357, -0.30175, 3.58263], [1.32811, 0.73778, -1.43419], [-1.41101, -0.69975, 1.05920], [-0.31886, 2.01359, 2.04924], [-2.59590, 0.73344, -0.50779], [1.67789, -1.43790, 1.98088], [-0.98452, -0.95007, 0.09128], [-1.85600, -1.59831, 1.48110], [-3.79430, -0.21240, 0.79880]], "atomic_forces_ev_per_a": [[0.082, 0.337, 0.146], [0.065, 0.090, 0.203], [-0.093, -0.027, -0.234], [0.006, 0.031, -0.031], [-0.429, 0.024, -0.237], [0.045, 0.123, -0.251], [0.449, -0.177, 0.436], [-0.080, -0.096, -0.015], [-0.043, -0.080, -0.074], [-0.103, -0.045, -0.045], [-0.216, 0.044, -0.035], [-0.151, -0.076, -0.039], [0.355, 0.197, 0.099], [0.068, -0.482, 0.092], [0.251, 0.108, 0.285], [-0.008, -0.070, -0.158], [0.103, 0.065, -0.039], [-0.052, 0.028, -0.062], [-0.159, 0.082, 0.141], [-0.088, -0.078, -0.184]], "charge": 0, "homo_lumo_gap_ev": 6.85, "max_force_ev_per_a": 0.650, "total_energy_ha": -1968.5708, "lumo_energy_ev": -1.629}